C34H61Br20ClF4I2N3O3S as an isolated structure. Source: the OMol25 dataset; level of theory: the ωB97M-V functional and the def2-TZVPD basis.

XYZ file:
```
129
Properties=species:S:1:pos:R:3:forces:R:3
C 3.763837 3.298455 -0.009775 0.274 -0.267 -0.193
C 3.321092 2.822007 -1.391064 -0.265 0.342 0.175
C 3.656306 3.885334 -2.445368 -0.520 -0.367 0.062
C 1.807619 2.563462 -1.493341 0.638 -0.239 0.054
N 1.213620 2.010611 -0.215825 -0.695 0.565 -0.465
C 0.592166 3.027012 0.690890 -0.168 0.134 0.184
C -0.790969 3.494790 0.242679 0.395 -0.037 -0.365
C -1.771402 2.344836 -0.059230 -0.383 1.112 0.528
C -2.254641 1.528555 1.180559 0.732 -0.655 -0.264
C -1.888597 2.083523 2.534141 -0.231 0.043 0.097
O -2.263770 3.077511 3.031583 -0.031 0.273 0.040
Cl -0.756914 1.017471 3.447987 0.145 -0.127 -0.115
C -2.983156 2.886563 -0.864871 -0.109 -0.738 -0.415
I -4.086796 4.347854 0.245909 0.104 -0.059 -0.051
C -3.839908 1.700699 -1.409941 -0.175 0.266 0.473
C -5.254707 1.529991 -0.874969 -0.052 -0.399 -0.273
I -3.960431 1.843973 -3.542936 0.083 -0.077 -0.060
N -1.077959 1.331828 -0.907448 -0.736 -0.722 0.404
F -0.917004 1.828656 -2.205632 0.463 0.416 0.008
C 0.250862 1.078019 -0.466252 1.080 -0.529 0.065
N 0.525935 -0.178905 -0.284327 1.040 1.580 1.065
S 2.062935 -0.672963 0.385861 0.630 0.832 -0.259
O 2.312224 0.005798 1.599234 -0.470 -0.175 0.272
O 3.002173 -0.679739 -0.672577 -0.150 -0.281 -0.339
C 1.650996 -2.447381 0.829874 0.983 2.569 2.341
F 2.378495 -2.722437 1.886233 0.056 -0.291 0.017
F 0.354024 -2.505800 1.150403 0.306 0.628 1.452
F 1.913709 -3.255458 -0.162140 16.369 2.597 7.292
H 3.348968 4.279529 0.224624 -0.017 0.009 0.075
H 3.512864 2.579697 0.770897 -0.100 0.077 0.057
H 4.850455 3.392175 -0.009750 -0.010 0.098 0.038
H 3.830187 1.884402 -1.621534 0.057 0.004 0.014
H 3.208467 4.829791 -2.128198 0.216 0.119 -0.012
H 3.182590 3.632987 -3.397413 0.263 -0.013 -0.118
H 4.728258 3.998089 -2.576993 0.022 0.069 -0.046
H 1.273965 3.470441 -1.786473 -0.122 0.008 0.184
H 1.639775 1.827953 -2.281850 -0.064 0.058 -0.031
H 1.253558 3.884441 0.765358 0.139 -0.080 -0.129
H 0.557324 2.577672 1.684095 0.083 -0.032 -0.006
H -0.674969 4.071500 -0.679586 -0.081 -0.003 -0.014
H -1.176443 4.191087 0.982266 -0.184 -0.101 0.066
H -1.804389 0.536402 1.135842 -0.136 -0.050 -0.063
H -3.329387 1.361569 1.129978 -0.060 0.264 0.153
H -2.609473 3.447765 -1.713870 0.106 0.127 0.127
H -3.293767 0.791329 -1.161464 -0.031 -0.066 -0.378
H -5.916484 2.335474 -1.183504 0.039 0.129 0.172
H -5.265106 1.412405 0.210272 -0.061 0.192 0.046
H -5.664703 0.610561 -1.297971 0.006 0.015 0.028
H -0.180210 -0.889442 -0.517366 -0.504 -0.609 -0.341
Br 4.847845 -0.742046 6.026561 0.011 0.029 -0.018
C 4.814071 -1.920434 4.482093 -0.065 0.140 0.078
C 4.481522 -3.337514 4.868525 0.131 -0.141 -0.150
Br 5.993425 -4.231910 5.695678 -0.027 0.000 0.068
H 5.782891 -1.839726 3.999059 0.004 -0.064 -0.017
H 4.045819 -1.515242 3.825408 -0.012 -0.025 0.006
H 4.249227 -3.924343 3.981483 0.018 0.023 -0.020
H 3.656675 -3.397084 5.571532 -0.007 0.042 0.007
Br -4.770300 3.053765 -7.096813 -0.029 -0.035 -0.005
C -6.358119 4.186068 -7.016083 0.149 0.136 -0.076
C -6.113651 5.422065 -6.191778 -0.041 -0.112 0.094
Br -6.076553 4.972252 -4.301062 0.005 0.187 0.061
H -7.151523 3.569853 -6.612568 -0.020 -0.003 0.022
H -6.586526 4.446131 -8.046664 0.014 0.014 -0.007
H -6.923281 6.136297 -6.321577 -0.037 -0.052 -0.019
H -5.166182 5.898227 -6.422078 -0.002 -0.001 -0.028
Br -5.415289 -1.864401 -4.399591 -0.121 -0.074 0.014
C -4.822088 -2.024942 -6.244503 0.080 0.115 0.097
C -5.407053 -0.943433 -7.114770 -0.083 -0.045 -0.085
Br -7.279815 -1.264595 -7.523105 0.019 0.038 0.043
H -5.092958 -3.022114 -6.573711 -0.012 0.006 -0.041
H -3.737840 -1.939650 -6.211427 0.003 0.000 -0.007
H -4.897202 -0.916867 -8.075534 0.023 -0.022 0.013
H -5.356200 0.036887 -6.650302 0.033 -0.006 0.004
Br -0.963163 -2.334575 -1.438321 -1.815 -0.788 -1.316
C 0.519023 -3.559461 -1.101102 -7.235 -2.589 -4.773
C 0.205665 -4.954202 -1.575058 -0.240 -0.071 -0.191
Br -1.024815 -5.849294 -0.373733 0.012 0.066 0.011
H 0.716577 -3.524729 -0.034206 -7.908 -3.191 -3.345
H 1.366548 -3.156629 -1.650112 -1.658 -0.020 -1.923
H 1.110149 -5.558503 -1.581415 0.066 0.030 -0.022
H -0.249033 -4.965464 -2.561219 0.051 -0.114 -0.070
Br 3.927637 0.728218 9.353712 0.043 -0.073 -0.095
C 4.474432 -1.078503 9.823494 -0.133 0.069 0.017
C 5.588560 -1.073465 10.835297 0.127 -0.056 -0.042
Br 7.289295 -0.596802 10.017486 -0.024 -0.001 0.025
H 4.762941 -1.570348 8.899337 0.007 -0.019 0.008
H 3.586690 -1.558369 10.229697 0.030 0.003 0.058
H 5.732775 -2.069873 11.246701 -0.014 -0.008 -0.022
H 5.417775 -0.366408 11.640588 -0.012 0.013 -0.009
Br -2.920036 -5.160342 -7.398604 0.043 0.009 0.053
C -2.812084 -6.489469 -5.983370 -0.049 0.035 -0.138
C -3.663632 -6.134203 -4.794199 0.057 -0.051 0.119
Br -2.874901 -4.713627 -3.722799 0.000 0.029 -0.078
H -1.761952 -6.579190 -5.725458 -0.003 -0.028 0.027
H -3.158006 -7.418645 -6.430127 -0.029 0.001 0.025
H -3.746781 -6.989426 -4.127230 0.006 0.001 -0.002
H -4.656060 -5.793648 -5.072705 0.005 0.003 -0.029
Br -7.566009 5.101418 -10.862656 0.035 -0.033 0.052
C -7.603735 3.166266 -11.062635 -0.002 0.096 -0.094
C -8.903092 2.575686 -10.583533 0.047 -0.075 0.108
Br -9.000617 2.571250 -8.642512 -0.159 -0.061 -0.052
H -6.751076 2.782894 -10.510488 -0.010 -0.048 -0.006
H -7.465753 2.974781 -12.124271 -0.032 0.012 -0.005
H -8.978546 1.534388 -10.888470 0.026 -0.005 0.015
H -9.770682 3.123078 -10.936869 0.027 0.025 -0.039
Br 6.974459 -4.041123 1.513184 -0.066 0.047 -0.058
C 7.551021 -5.862597 1.891747 -0.126 0.000 0.110
C 8.681219 -5.888377 2.885161 0.182 -0.022 -0.048
Br 10.362380 -5.342164 2.079485 -0.048 0.035 0.028
H 7.821184 -6.305367 0.938788 0.032 0.006 0.003
H 6.678022 -6.369123 2.297143 0.010 0.016 0.033
H 8.840490 -6.901705 3.246703 -0.035 -0.011 -0.020
H 8.504273 -5.224877 3.725659 -0.048 -0.015 0.007
Br -3.982413 -1.093122 8.432626 -0.022 -0.020 -0.056
C -3.091692 -1.047700 6.708343 0.022 -0.002 0.164
C -3.296572 0.266519 6.003600 -0.123 0.022 -0.159
Br -5.083377 0.419640 5.247247 0.003 0.025 0.011
H -3.475546 -1.886389 6.136015 0.011 0.012 -0.034
H -2.035019 -1.201080 6.918514 0.006 0.034 -0.018
H -2.630727 0.355760 5.149838 0.044 -0.066 0.131
H -3.161858 1.117421 6.663738 0.016 -0.013 0.017
Br 6.635303 3.452458 9.801851 0.037 0.123 -0.012
C 7.421641 2.714862 8.188109 -0.159 -0.122 0.093
C 8.890051 2.432724 8.356528 0.102 0.068 -0.092
Br 9.955073 4.059211 8.306426 -0.014 -0.024 0.042
H 7.223642 3.422677 7.389557 0.041 0.005 -0.013
H 6.879823 1.788327 8.001941 0.028 -0.009 0.020
H 9.254256 1.818886 7.535545 -0.031 -0.006 -0.009
H 9.108130 1.944985 9.301280 -0.029 -0.007 0.006
```
Positions in Å, forces in eV/Å.

As for the total charge: +1. The total energy is -55055.01631 a.u. Its HOMO-LUMO gap is 5.95 eV.



C16H18B2N6O2Ti as an isolated structure. Source: the OMol25 dataset; level of theory: the ωB97M-V functional and the def2-TZVPD basis.

XYZ file:
```
45
Properties=species:S:1:pos:R:3:forces:R:3
C 0.220839 0.341356 2.502577 -1.188 1.210 -0.016
N 0.176849 0.899722 1.278233 -0.979 -0.541 -0.693
N -1.073893 1.541223 1.178514 0.285 -0.381 0.857
C -1.662705 1.534335 2.395479 0.263 -0.025 -0.897
C -0.882547 0.785444 3.233349 0.679 -0.857 1.343
B -1.725899 2.359733 -0.003705 -0.959 0.111 -0.140
N -0.362768 3.026375 -0.511681 0.312 0.513 -0.851
N 0.939478 2.490941 -0.677813 -0.999 0.251 -0.648
C 1.692992 3.513994 -1.167701 -1.552 0.822 0.193
C 0.930350 4.692607 -1.188063 1.020 -0.168 -0.082
C -0.349155 4.354202 -0.787301 0.590 -1.474 0.695
Ti 2.039845 0.814353 0.071613 -8.481 3.574 3.872
N -2.866397 1.713159 -0.979415 1.797 -1.331 -0.406
N -2.597678 0.621616 -1.792119 2.029 0.144 0.644
C -3.648062 0.342219 -2.529512 0.091 1.020 1.041
C -4.694594 1.229035 -2.204986 1.038 0.614 0.924
C -4.151435 2.074223 -1.228280 -0.618 -0.274 -0.496
H -3.576285 -0.457847 -3.244559 -0.212 -0.078 -0.047
H -4.600206 2.885008 -0.686810 -0.152 0.172 0.003
H -5.666164 1.226494 -2.624701 -0.685 0.232 -0.119
H -2.345788 3.277914 0.528237 0.442 -0.456 -0.264
H -1.215640 4.989393 -0.548144 0.506 -0.586 -0.473
H -2.587788 2.097726 2.613639 0.701 -0.594 -0.425
H 1.275581 5.692932 -1.353669 0.159 0.106 -0.422
H -1.055710 0.615426 4.280682 -0.094 -0.156 0.034
H 2.653589 3.320309 -1.612441 0.420 0.195 0.353
H 0.994006 -0.359085 2.769819 0.251 0.147 0.242
H 1.791851 -0.133139 -1.534331 0.915 0.279 0.180
C 2.925293 0.199611 -1.535516 2.035 -0.802 -1.411
H 3.041930 1.021497 -2.245882 0.211 0.031 -0.014
H 3.511973 0.491354 -0.482526 2.000 -1.180 -2.809
H 3.455917 -0.698391 -1.827450 0.096 0.017 -0.444
O 2.603443 -2.316617 0.042863 -1.421 0.840 -0.097
B 1.472418 -1.358695 0.233369 0.007 -2.332 0.545
O 0.325890 -2.184646 0.597500 1.135 0.126 -0.564
C 0.747729 -3.470294 0.625665 -1.392 0.353 0.737
C 0.114076 -4.625672 1.077114 -0.842 -0.559 0.324
C 0.868007 -5.783473 1.297567 -2.270 0.803 0.140
C 2.216792 -5.819255 0.982629 2.302 0.834 -1.031
C 2.824824 -4.688177 0.443827 0.831 -0.870 -0.024
C 2.105687 -3.523209 0.294773 1.650 -0.425 0.284
H -0.950654 -4.649366 1.287441 0.152 0.239 0.072
H 0.411848 -6.678744 1.719481 -0.135 0.332 -0.138
H 2.803521 -6.724291 1.134076 -0.134 0.227 -0.008
H 3.868641 -4.681298 0.178159 0.194 -0.103 0.038
```
Positions in Å, forces in eV/Å.

As for the multiplicity: 3. As for the total charge: +2. The total energy is -1997.99667 a.u. Its HOMO-LUMO gap (alpha / beta) is 4.30 / 2.20 eV.



An isolated ion of composition C9H13IN3 and charge +1. Source: the OMol25 dataset; level of theory: the ωB97M-V functional and the def2-TZVPD basis.

XYZ file:
```
26
Properties=species:S:1:pos:R:3:forces:R:3
C -1.601604 -1.681580 3.429958 0.157 0.707 -0.526
C -1.078316 -1.351652 2.038937 -0.795 -0.789 2.482
C 0.163114 -0.799989 1.910623 0.789 0.518 -0.321
C 0.612515 -0.480652 0.652565 0.679 0.267 0.508
C -0.181826 -0.721474 -0.432547 1.123 0.496 -2.005
C 0.283279 -0.345934 -1.833728 -1.077 -0.210 0.413
N 0.193111 1.140232 -2.027668 1.786 -1.440 -1.526
C 1.281525 1.881686 -1.857238 -0.366 1.231 -0.163
N 2.497725 1.409801 -1.468515 -0.283 -0.106 0.127
N 1.212609 3.223404 -2.092566 -0.677 -0.508 1.568
I -0.631118 4.138769 -1.896049 0.140 0.115 -0.255
C -1.405420 -1.302814 -0.296654 -1.038 -0.409 -0.225
C -1.863009 -1.619078 0.954208 -0.563 -0.177 -0.512
H -0.883210 -1.331920 4.167341 -0.002 -0.266 0.179
H -1.804857 -2.743126 3.543968 -0.025 -0.004 0.099
H -2.512577 -1.100907 3.582660 -0.142 -0.247 0.143
H 0.805195 -0.576773 2.750276 -0.162 -0.166 0.242
H 1.598175 -0.050720 0.557287 0.088 0.002 -0.175
H -0.446468 -0.773247 -2.519012 0.077 0.093 -0.155
H 1.244929 -0.767992 -2.109574 0.209 0.295 0.120
H -0.289392 1.371264 -2.893806 -0.721 0.413 0.544
H 3.010930 0.828557 -2.110384 -0.038 -0.373 0.321
H 2.838672 1.571574 -0.536909 0.309 0.208 -0.143
H 1.839994 3.670995 -1.425157 0.433 0.314 -0.747
H -2.039248 -1.528670 -1.144375 0.116 0.101 -0.187
H -2.844728 -2.059755 1.056356 -0.013 -0.065 0.193
```
Positions in Å, forces in eV/Å.

As for the total charge: +1. The structure (SMILES) is Cc1ccc(CN/C(N)=[NH+]\I)cc1. The total energy is -812.44256 a.u. Its energy above the lowest of the compared OMol25 structures with the same formula, charge and spin is 0.00 kcal/mol. Its HOMO-LUMO gap is 7.61 eV.



no.,strongest force on any atom (eV Å⁻¹)
1,18.1
2,10.0
3,2.8